Entry 1:
The following is a DFT calculation (ωB97M-V/def2-TZVPD) of 2 unconnected molecules or ions with the total composition C2HCl2NO in a non-equilibrium geometry.

Geometry as XYZ:
```
7
Properties=species:S:1:pos:R:3:forces:R:3:mulliken_charge:R:1
Cl 1.002 1.320 1.195 0.1 0.3 0.4 -0.10
Cl -2.240 0.969 -0.340 -0.2 0.7 5.1 -0.21
O 1.651 0.167 -1.005 -0.6 -0.8 1.3 -0.39
N 0.002 -2.097 0.933 0.2 0.0 0.2 -0.26
C 1.172 -0.004 0.085 1.2 2.4 -1.8 0.48
C 0.605 -1.171 0.624 -0.9 -1.8 0.0 0.27
H -2.192 0.816 -1.492 0.2 -0.7 -5.1 0.21
```
Forces are in eV/Å.

2S+1   1
Kohn-Sham gap   0.3988 Eh
SMILES   N#CC(=O)Cl.Cl
Largest force on an atom   5.16 eV/Å
Energy relative to the best compared isomer or geometry (same formula, charge and spin)   0.6135 eV

Entry 2:
The following is a DFT calculation (ωB97M-V/def2-TZVPD) of 2 unconnected molecules or ions with the total composition C2HCl2NO in a non-equilibrium geometry.

Geometry as XYZ:
```
7
Properties=species:S:1:pos:R:3:forces:R:3:lowdin_spin:R:1
Cl -1.368 0.369 -1.741 -0.1 0.6 -1.3 0.31
Cl -1.809 -0.788 0.828 -0.1 1.0 0.2 0.26
O 1.381 -1.686 0.030 0.5 -0.5 0.3 0.03
N 0.884 0.609 0.147 1.3 0.1 0.6 0.05
C 1.257 -0.548 0.202 -0.7 0.9 -0.6 0.02
C -1.526 0.619 -0.130 -1.0 -1.6 0.8 1.33
H 1.182 1.426 0.664 0.0 -0.5 -0.1 0.00
```
Forces are in eV/Å.

2S+1   3
Kohn-Sham gap (spin up / spin down)   0.3140 / 0.3452 Eh
Largest force on an atom   2.04 eV/Å
Energy relative to the best compared isomer or geometry (same formula, charge and spin)   0.0000 eV

Entry 3:
The following is a DFT calculation (ωB97M-V/def2-TZVPD) of C2HCl3Si in the gas phase in a non-equilibrium geometry.

Geometry as XYZ:
```
7
Properties=species:S:1:pos:R:3:forces:R:3:mulliken_charge:R:1
Cl 1.747 0.986 -1.676 0.3 0.5 -0.4 -0.18
Cl 1.644 -1.799 -0.013 0.4 -0.6 0.0 -0.21
Cl 1.714 0.972 1.678 0.3 0.7 0.8 -0.17
Si 1.122 0.130 0.003 -4.3 -1.1 -0.7 0.80
C -0.946 0.003 -0.089 4.4 0.7 0.6 -0.92
C -2.127 -0.052 0.090 -0.4 -0.3 -0.5 0.27
H -3.155 -0.240 0.008 -0.8 0.1 0.3 0.40
```
Forces are in eV/Å.

2S+1   1
Kohn-Sham gap   0.4109 Eh
SMILES   C#C[Si](Cl)(Cl)Cl
Largest force on an atom   4.52 eV/Å
Energy relative to the best compared isomer or geometry (same formula, charge and spin)   0.0000 eV

Question: Which of these has the lowest largest force on an atom?
Answer: number 2

Question: largest force on an atom of number 2 (C2HCl2NO)?
Answer: 2.04 eV/Å

What did the third record say?
The following is a DFT calculation (ωB97M-V/def2-TZVPD) of C2HCl3Si in the gas phase in a non-equilibrium geometry.

Geometry as XYZ:
```
7
Properties=species:S:1:pos:R:3:forces:R:3:mulliken_charge:R:1
Cl 1.747 0.986 -1.676 0.3 0.5 -0.4 -0.18
Cl 1.644 -1.799 -0.013 0.4 -0.6 0.0 -0.21
Cl 1.714 0.972 1.678 0.3 0.7 0.8 -0.17
Si 1.122 0.130 0.003 -4.3 -1.1 -0.7 0.80
C -0.946 0.003 -0.089 4.4 0.7 0.6 -0.92
C -2.127 -0.052 0.090 -0.4 -0.3 -0.5 0.27
H -3.155 -0.240 0.008 -0.8 0.1 0.3 0.40
```
Forces are in eV/Å.

2S+1   1
Kohn-Sham gap   0.4109 Eh
SMILES   C#C[Si](Cl)(Cl)Cl
Largest force on an atom   4.52 eV/Å
Energy relative to the best compared isomer or geometry (same formula, charge and spin)   0.0000 eV